No. 1
6 unconnected molecules or ions with the total composition C24H66N6O6 in a non-equilibrium geometry. Source: the OMol25 dataset; level of theory: ωB97M-V/def2-TZVPD.

Positions of all 102 atoms, in Å:
O1 1.4050 0.5349 -4.8496
O2 -3.0273 2.8607 -0.4083
O3 2.0678 3.6789 4.8416
O4 0.9303 2.7174 0.7234
O5 0.2779 -6.6759 0.6472
O6 -2.9841 -2.5453 -4.2444
N1 3.9231 1.7585 -4.0892
N2 -0.7221 0.8519 -0.6432
N3 -2.3820 -4.4535 -1.8511
N4 1.3856 -5.5706 3.0047
N5 -3.1931 0.5151 -2.0985
N6 4.9602 3.7423 4.9513
C1 -0.0036 0.4404 0.5944
C2 -1.5824 -2.4121 -0.7133
C3 0.7279 -0.6102 -5.3672
C4 2.8107 2.6473 5.4348
C5 1.2822 -0.2159 0.1291
C6 2.1202 2.6534 -2.7947
C7 0.1759 1.7409 1.4199
C8 0.2035 -5.2754 0.7995
C9 0.3685 -3.4137 2.4720
C10 -2.9813 -1.5259 -5.2525
C11 -2.3659 -2.9891 -1.9013
C12 3.9106 4.2240 7.0421
C13 -1.8980 -2.4653 -3.2912
C14 1.0113 3.8989 1.4575
C15 2.9247 1.3968 -3.0989
C16 4.1524 3.1242 5.9929
C17 -2.7108 4.2454 -0.4205
C18 -4.2367 0.2080 -0.0041
C19 -0.1580 -7.1099 -0.6097
C20 2.1194 0.2202 -3.6844
C21 -4.3234 1.0008 -1.3089
C22 -4.2702 2.5257 -1.0782
C23 0.2660 -4.9280 2.2889
C24 0.6697 3.4015 4.8159
H1 0.0475 4.3212 1.7605
H2 -0.1119 1.4556 -1.1801
H3 -3.2728 0.4278 0.4554
H4 1.4271 2.4037 -1.9859
H5 -3.4120 -2.6943 -1.8082
H6 2.7791 -0.6291 -3.8946
H7 -0.3684 -2.8543 1.8917
H8 -1.9240 4.3950 -1.1628
H9 2.8922 1.8694 4.6659
H10 2.2134 2.1576 6.2123
H11 1.4689 -0.1827 -2.8978
H12 -1.6386 -1.4072 -3.3588
H13 -1.8656 -2.9079 0.2184
H14 -1.0645 -3.0644 -3.6690
H15 -3.6276 4.8312 -0.4626
H16 -0.7129 -4.8389 0.3924
H17 4.6187 2.2340 6.4146
H18 -1.1834 -6.7496 -0.7331
H19 1.3640 -1.3538 -5.8557
H20 1.2345 -6.5714 2.9731
H21 -0.7896 2.1861 1.6746
H22 -2.2967 0.4026 -1.6238
H23 1.4516 3.0149 -3.5773
H24 -5.0156 0.5860 0.6612
H25 3.1244 3.8726 7.7128
H26 0.3078 3.3653 5.8463
H27 -5.2162 2.8585 -0.6427
H28 0.1597 -1.1038 -4.5780
H29 0.7423 1.4672 2.3162
H30 2.1766 -5.3849 2.3967
H31 3.4144 1.0530 -2.1867
H32 -4.1627 3.0856 -2.0120
H33 4.3334 0.8665 -4.3431
H34 -5.1841 0.6779 -1.8973
H35 2.6622 3.5159 -2.4092
H36 5.2581 3.0442 4.2760
H37 1.3281 -3.0304 2.1194
H38 4.3937 4.3131 4.3329
H39 0.4787 2.4708 4.2814
H40 -0.0584 -8.1870 -0.7162
H41 0.4279 -6.5486 -1.3462
H42 0.0257 -0.3926 -6.1721
H43 -0.5711 -0.2327 1.2395
H44 3.4693 2.0907 -4.9311
H45 -2.1936 4.4672 0.5159
H46 0.2275 -3.1102 3.5088
H47 -3.1576 -4.7285 -2.4414
H48 0.9960 -4.7626 0.2401
H49 -3.0199 1.2461 -2.7813
H50 0.1390 4.2415 4.3705
H51 -4.3090 -0.8683 -0.1473
H52 -1.5441 -4.8321 -2.2766
H53 -1.6217 -1.3284 -0.6487
H54 -3.1589 -0.5317 -4.8426
H55 1.6607 3.7884 2.3289
H56 -3.7856 -1.7463 -5.9587
H57 4.8294 4.5294 7.5397
H58 1.0179 -0.8322 -0.7290
H59 1.9712 0.5669 -0.1895
H60 1.4087 4.7326 0.8754
H61 -1.4202 1.4466 -0.2083
H62 -0.5539 -2.7856 -0.6693
H63 -0.6698 -5.3326 2.6790
H64 3.5173 5.1368 6.5934
H65 -2.1964 -1.5205 -6.0149
H66 1.6860 -0.8055 0.9522

Properties
Total charge: 0
HOMO (eV): -8.878
Lowest unoccupied orbital energy (eV): 0.54
Relative energy (zero: lowest compared OMol25 entry of this formula, charge and spin) (kcal per mole): 56.3

No. 2
A molecular structure, C24H67N6O7Sr in a non-equilibrium geometry. Source: the OMol25 dataset; level of theory: ωB97M-V/def2-TZVPD.

Positions of all 105 atoms, in Å:
Sr1 1.7967 -0.5412 -1.8980
O1 -3.1154 -1.2797 -4.8311
O2 1.5323 0.2654 4.8638
O3 3.5024 3.2246 0.2690
O4 -1.1224 -4.8262 3.1316
O5 0.3955 -0.1835 0.0707
O6 -3.3714 3.5828 -3.1414
O7 2.0683 -3.0506 -1.9343
N1 -0.4926 -1.5256 -2.2806
N2 3.1855 3.3158 -2.4791
N3 -0.6888 2.3166 -0.9564
N4 -0.6888 2.1316 5.2615
N5 -1.7895 -2.0846 0.5992
N6 3.0077 -1.4442 0.3893
C1 -2.1056 2.2522 -1.4608
C2 -3.0416 2.3541 -0.2724
C3 -0.7017 -4.0778 4.2786
C4 -2.6385 -1.4939 -3.5219
C5 -3.8065 2.4118 -3.7730
C6 -0.5095 -2.4870 -4.4938
C7 0.5332 2.5007 4.4979
C8 2.9674 4.5437 -1.6706
C9 3.0261 -3.4807 1.7329
C10 -2.1547 3.4341 -2.4216
C11 0.7298 3.9920 4.7379
C12 -1.1173 -4.0418 1.9381
C13 2.7611 -4.0082 -2.7377
C14 -4.5132 -1.4092 -4.9720
C15 2.5777 4.1882 -0.2403
C16 -3.4984 -3.2790 1.8683
C17 1.8357 5.3333 -2.3116
C18 -1.1116 -1.3762 -3.6310
C19 1.4478 -0.2393 3.5633
C20 3.0464 -2.9455 0.2889
C21 1.7216 1.6508 4.9963
C22 1.9039 -3.4569 -0.5655
C23 -2.0258 -2.8125 1.8687
C24 3.1847 2.6910 1.5082
H1 3.8500 2.7793 -1.9168
H2 -0.8609 -2.4326 -5.5232
H3 0.5892 4.2018 5.8002
H4 -4.7991 -1.1902 -6.0012
H5 -1.3493 3.3881 -3.1675
H6 -0.0660 -3.8341 1.7200
H7 2.8100 -3.6285 -3.7569
H8 -0.7569 1.1215 5.1714
H9 -0.0529 2.3486 -1.7504
H10 -4.1457 -2.4289 2.0631
H11 3.7403 -4.2718 -2.3382
H12 -1.0227 -0.8481 -1.7294
H13 3.8444 -3.1034 2.3409
H14 2.0041 5.5790 -3.3619
H15 2.3387 2.0006 1.5629
H16 2.4264 -0.2171 3.0639
H17 -0.8164 -3.4388 -4.0530
H18 -2.9379 -2.4340 -3.0453
H19 -4.7903 -2.4339 -4.7150
H20 3.7924 5.2535 -1.7399
H21 -2.9144 3.3040 0.2480
H22 1.7556 4.2987 4.5123
H23 -2.1786 1.2664 -1.9274
H24 -3.0273 1.9613 -4.4009
H25 -0.8576 -1.6418 0.6201
H26 0.9832 -3.0237 -0.1558
H27 -0.6460 -2.4317 -1.8499
H28 -0.5118 1.4378 -0.4637
H29 -1.5055 -3.3597 4.4567
H30 -0.9012 -0.3950 -4.0654
H31 -2.7493 1.5826 0.4473
H32 3.0131 -4.5689 1.8098
H33 3.0046 3.4489 2.2851
H34 -3.5966 -4.0561 2.6303
H35 -4.2056 1.6890 -3.0590
H36 0.5825 -2.4901 -4.5290
H37 1.7877 6.3134 -1.8286
H38 0.3017 -3.6636 4.1602
H39 1.5594 3.7842 -0.2284
H40 2.2795 2.8584 -2.3699
H41 -2.4657 -1.3278 0.6034
H42 -1.5153 -4.7722 1.2301
H43 2.1287 -1.3407 0.8950
H44 3.7791 -1.1093 0.9514
H45 2.6133 1.9884 4.4356
H46 -0.6230 2.4191 6.2262
H47 2.1183 -4.8941 -2.7883
H48 1.7624 -4.5351 -0.4755
H49 -4.5888 2.6976 -4.4768
H50 2.7206 5.0466 0.4251
H51 -0.6934 -4.7500 5.1353
H52 1.1789 -1.2943 3.6838
H53 2.0838 -3.1039 2.1384
H54 -3.6829 -3.7918 0.9253
H55 -1.8615 -2.1164 2.6984
H56 -1.9628 4.3588 -1.8805
H57 -5.1157 -0.6821 -4.4156
H58 1.9374 1.8667 6.0436
H59 -3.0188 -0.6579 -2.9227
H60 -4.0986 2.2143 -0.4912
H61 0.3670 2.2529 3.4486
H62 -0.0015 4.5945 4.2063
H63 0.6813 0.1515 0.9190
H64 4.0832 2.2142 1.9084
H65 3.9577 -3.2666 -0.2280
H66 0.6498 0.1394 2.9160
H67 0.8654 4.8277 -2.2979

Properties
Total charge: +1
HOMO (eV): -10.932
Lowest unoccupied orbital energy (eV): -3.50
Relative energy (zero: lowest compared OMol25 entry of this formula, charge and spin) (kcal per mole): 34.7